ORCA calculation (wB97M-V/def2-TZVPD) on a molecular structure, C8H12 at a distorted geometry.

XYZ file:
```
20
Properties=species:S:1:pos:R:3:forces:R:3:nbo_charge:R:1
C -0.5855 0.3628 1.6462 -2.38 -2.08 0.47 -0.643
C -0.0335 -0.5087 0.4006 -1.40 -1.22 4.60 -0.081
C 1.4674 -0.5688 0.8153 3.90 -4.14 -0.48 -0.406
C 1.6727 0.6077 -0.1807 -2.77 5.99 6.49 -0.328
C 0.4623 0.1724 -0.7500 -1.03 -2.41 -3.75 -0.239
C -0.6323 0.7166 -1.5859 1.15 -0.68 -0.02 -0.476
C -1.5888 -0.4351 -1.2594 -2.26 -3.97 1.27 -0.168
C -1.2154 -1.3543 -0.1756 -3.08 3.49 -2.52 -0.219
H -1.2773 -0.2659 2.3531 1.84 0.04 -1.05 0.218
H -1.4297 1.0092 1.4480 0.36 1.06 -0.93 0.218
H 0.1553 0.8000 2.2947 0.27 0.37 -0.15 0.220
H 1.6959 -0.9456 1.8672 0.00 1.89 -0.99 0.241
H 2.3225 -1.2775 0.2011 -2.94 0.70 1.39 0.201
H 1.6236 1.8508 0.0944 -0.50 -3.06 0.58 0.159
H 2.4151 0.7708 -0.7502 5.97 -0.35 -4.04 0.192
H 0.8276 -0.8107 -1.2569 -0.67 1.55 -0.37 0.188
H -0.9546 1.6484 -1.1537 -0.55 0.54 -0.05 0.224
H -0.0724 0.8986 -2.5336 -1.71 -0.26 -0.17 0.236
H -2.6520 -0.6646 -1.7136 2.33 0.93 0.55 0.213
H -2.2007 -2.0062 0.2390 3.47 1.61 -0.81 0.249
```
Positions in Å, forces in eV/Å.

Properties
HOMO level: -8.99 eV
Max |F|: 0.1800 hartree/bohr
Energy relative to the best compared isomer or geometry (same formula, charge and spin): 6.345 eV
E_LUMO: 1.063 eV